{
  "formula": "C22H43IO10P2",
  "method": "wB97M-V/def2-TZVPD",
  "symbols": ["C", "C", "O", "C", "P", "C", "O", "C", "O", "O", "C", "C", "P", "O", "I", "H", "H", "H", "H", "H", "H", "H", "H", "H", "H", "H", "H", "H", "C", "C", "C", "O", "H", "H", "H", "H", "H", "H", "C", "C", "C", "O", "H", "H", "H", "H", "H", "H", "C", "C", "C", "O", "H", "H", "H", "H", "H", "H", "C", "C", "C", "O", "H", "H", "H", "H", "H", "H", "C", "C", "C", "O", "H", "H", "H", "H", "H", "H"],
  "xyz": [[4.2074, 1.5520, 2.5437], [2.7017, 1.3042, 2.6235], [2.2406, 0.2660, 1.7460], [2.1772, -1.0661, 2.2591], [0.6532, -0.9289, 3.3519], [-0.5476, -0.4189, 2.0859], [0.0855, -2.4315, 3.6846], [3.5112, -1.4646, 2.8770], [3.7783, -1.7934, 3.9969], [4.4303, -1.4836, 1.8710], [3.7445, -1.5389, 0.5993], [2.2973, -1.9463, 0.9846], [2.5335, -3.8226, 1.1078], [1.7048, -4.2634, 2.4329], [0.9466, -4.3238, -0.7011], [4.4060, 2.6050, 2.7702], [4.6035, 1.3092, 1.5553], [4.7604, 0.9613, 3.2824], [2.4034, 1.1058, 3.6578], [2.1540, 2.1984, 2.3076], [-0.4914, -0.9714, 1.1430], [-1.5283, -0.5999, 2.5403], [-0.4302, 0.6533, 1.9144], [0.2439, -2.6159, 4.6186], [4.2412, -2.2978, -0.0131], [3.8079, -0.5800, 0.0827], [1.5434, -1.6695, 0.2447], [2.1930, -4.9623, 2.8874], [-2.6740, -2.3519, -1.3583], [-1.7438, -1.2580, -1.8272], [-2.1500, -0.5192, -3.0757], [-0.7283, -0.9977, -1.2242], [-2.2776, -2.8109, -0.4555], [-3.6638, -1.9383, -1.1568], [-2.7812, -3.1091, -2.1372], [-3.1165, -0.0398, -2.9335], [-2.2370, -1.2095, -3.9145], [-1.4011, 0.2378, -3.3026], [-6.8242, -0.2527, -4.3346], [-5.7089, 0.3306, -5.1671], [-6.1082, 1.3075, -6.2449], [-4.5528, 0.0297, -4.9788], [-6.4152, -0.9390, -3.5973], [-7.3698, 0.5456, -3.8287], [-7.5297, -0.7846, -4.9751], [-6.6299, 2.1586, -5.8040], [-6.7890, 0.8279, -6.9500], [-5.2238, 1.6559, -6.7725], [0.3620, 5.4352, -0.3287], [0.5266, 4.0620, 0.2760], [0.9107, 2.9439, -0.6645], [0.3602, 3.8620, 1.4560], [0.0868, 6.1474, 0.4451], [1.2943, 5.7495, -0.8008], [-0.4113, 5.4142, -1.0985], [1.8612, 3.1742, -1.1501], [0.1553, 2.8350, -1.4448], [1.0000, 2.0098, -0.1130], [1.3068, 1.1222, -6.2296], [0.2372, 1.8367, -7.0222], [-1.1923, 1.5037, -6.6687], [0.5126, 2.6320, -7.8881], [2.2895, 1.4407, -6.5683], [1.1961, 1.3428, -5.1663], [1.2082, 0.0427, -6.3563], [-1.3732, 1.7452, -5.6200], [-1.3781, 0.4377, -6.8077], [-1.8686, 2.0745, -7.3001], [2.1767, -2.9411, 7.8321], [1.0456, -2.1416, 8.4242], [1.4221, -0.8558, 9.1199], [-0.1041, -2.5036, 8.3366], [1.7814, -3.8394, 7.3629], [2.6986, -2.3419, 7.0823], [2.8874, -3.2248, 8.6096], [1.9397, -0.1935, 8.4240], [2.0962, -1.0631, 9.9528], [0.5257, -0.3653, 9.4907]],
  "atomic_forces_ev_per_a": [[0.072, -0.090, 0.300], [0.034, 0.449, 0.106], [0.099, 0.139, 0.041], [-0.415, -0.641, -0.312], [0.166, 0.331, 0.458], [-0.136, -0.213, -0.043], [0.058, -0.113, 0.043], [0.243, -0.033, 0.202], [-0.087, 0.334, -0.091], [-0.074, -0.297, -0.048], [-0.128, 0.005, -0.357], [0.334, 0.373, 0.041], [-0.204, 0.295, -0.059], [0.051, -0.049, 0.148], [-0.084, -0.266, -0.143], [0.001, -0.132, -0.115], [-0.085, 0.153, 0.027], [-0.069, 0.009, -0.198], [-0.005, -0.084, -0.120], [0.047, -0.187, -0.021], [0.018, 0.122, 0.100], [0.105, 0.100, -0.078], [-0.047, -0.126, -0.095], [-0.063, -0.088, -0.136], [0.072, 0.102, 0.137], [-0.084, -0.040, 0.206], [0.161, -0.012, 0.088], [-0.107, 0.004, -0.018], [0.098, 0.017, 0.093], [-0.134, -0.135, -0.024], [0.342, 0.113, 0.181], [0.141, 0.126, -0.021], [-0.001, -0.007, -0.005], [-0.023, -0.010, -0.053], [-0.044, 0.018, -0.019], [-0.080, -0.084, -0.087], [-0.136, 0.008, -0.010], [0.001, -0.011, -0.021], [0.094, -0.048, 0.041], [-0.055, 0.022, -0.027], [0.118, -0.005, -0.011], [-0.030, 0.002, -0.031], [-0.002, 0.001, -0.002], [-0.042, 0.003, -0.035], [-0.038, 0.041, -0.004], [-0.052, -0.018, -0.010], [-0.046, 0.020, 0.020], [-0.003, 0.000, 0.000], [-0.030, 0.020, 0.122], [0.033, -0.103, -0.124], [0.002, -0.047, 0.135], [0.000, 0.028, 0.096], [0.000, 0.001, -0.003], [-0.013, -0.015, -0.051], [0.033, -0.005, -0.044], [-0.017, 0.024, -0.050], [0.018, 0.016, -0.037], [-0.001, -0.019, -0.021], [0.060, 0.069, -0.075], [-0.009, -0.062, 0.027], [0.040, 0.110, -0.102], [0.004, 0.023, -0.015], [-0.001, -0.002, 0.004], [-0.025, -0.047, 0.016], [-0.026, -0.011, 0.047], [-0.063, -0.085, 0.018], [-0.006, -0.018, 0.092], [-0.006, 0.007, 0.017], [-0.095, -0.107, -0.125], [0.002, 0.072, 0.005], [-0.141, 0.002, 0.031], [-0.026, -0.012, -0.025], [0.003, -0.006, 0.012], [0.094, -0.010, 0.055], [0.073, 0.078, -0.028], [0.056, -0.019, 0.014], [0.054, 0.012, -0.033], [0.004, 0.003, 0.002]],
  "lowdin_charge": [-0.055, -0.238, -0.182, -0.497, 0.953, -0.232, -0.308, -0.496, 0.135, 0.009, -0.195, -0.416, 0.570, -0.386, 0.441, 0.080, 0.078, 0.076, 0.098, 0.104, 0.022, 0.047, 0.038, 0.041, 0.103, 0.126, 0.058, 0.056, -0.025, -0.500, -0.025, 0.018, 0.065, 0.085, 0.087, 0.072, 0.087, 0.072, -0.020, -0.494, -0.019, 0.055, 0.079, 0.087, 0.087, 0.087, 0.087, 0.077, -0.025, -0.501, -0.013, 0.064, 0.081, 0.085, 0.084, 0.088, 0.083, 0.068, -0.024, -0.507, -0.026, 0.070, 0.080, 0.079, 0.085, 0.077, 0.086, 0.079, -0.024, -0.511, -0.025, 0.064, 0.079, 0.082, 0.085, 0.085, 0.084, 0.081],
  "orbital_gap_ha": 0.3119,
  "max_force_ha_per_bohr": 0.016,
  "e_tot_ha": -2596.89288,
  "smiles": "CCO[C@]1(P(C)O)C(=O)OC[C@H]1P(O)I.CC(C)=O.CC(C)=O.CC(C)=O.CC(C)=O.CC(C)=O",
  "lumo_energy_ev": 0.2,
  "homo_ev": -8.24
}